Entry P
A 2-piece molecular cluster, C3H12N2OS overall, computed with wB97M-V/def2-TZVPD.

Summary:
E_LUMO   0.71 eV
HOMO   -8.596 eV
Kohn-Sham gap   9.30 eV
Net charge   0
SMILES   NCNCCS.O

Cartesian coordinates (Å):
C (0.4237, -1.1464, -0.6748)
C (1.0457, -1.4137, 0.7011)
S (1.6044, 0.1442, 1.5566)
N (-0.8045, -0.3584, -0.5892)
C (-1.2507, 0.0438, -1.9362)
N (-0.2173, 0.8989, -2.5034)
H (1.1973, -0.6710, -1.2605)
H (0.1788, -2.1424, -1.0731)
H (1.8124, -2.1600, 0.5123)
H (0.3670, -1.7565, 1.4788)
H (0.4076, 0.7632, 1.4827)
H (-1.5389, -0.9341, -0.2052)
H (-1.4716, -0.8477, -2.5344)
H (-2.2226, 0.5375, -1.8190)
H (-0.6093, 1.3748, -3.2992)
H (-0.0636, 1.5981, -1.7889)
H (-1.5623, 0.9543, 0.6382)
H (-2.0598, 2.0976, 1.5782)
O (-1.7394, 1.2010, 1.5689)


Entry Q
A 2-piece molecular cluster, C3H12N2OS overall, computed with wB97M-V/def2-TZVPD.

Summary:
E_LUMO   0.77 eV
HOMO   -8.729 eV
Kohn-Sham gap   9.50 eV
Net charge   0
SMILES   NCNCCS.O

Cartesian coordinates (Å):
C (0.1924, 0.0626, -0.1803)
C (1.0118, 0.8782, 0.7475)
S (1.0503, 0.1281, 2.4305)
N (-0.0201, 0.6672, -1.5760)
C (-1.2032, 1.7423, -1.5337)
N (-2.4825, 1.4077, -2.1340)
H (0.8229, -0.7978, -0.3542)
H (-0.8281, -0.0542, 0.3233)
H (0.8080, 2.0068, 0.8931)
H (2.0209, 0.9105, 0.4369)
H (2.3001, 0.6342, 2.8513)
H (-0.1979, 0.1902, -2.4829)
H (-1.4912, 1.8337, -0.4475)
H (-0.8024, 2.7936, -1.9059)
H (-2.3047, 1.5380, -3.0834)
H (-2.6845, 0.4221, -1.9488)
H (0.7184, -5.0964, 3.1236)
H (2.0544, -4.7439, 2.4551)
O (1.0355, -4.5228, 2.3856)


Verdict on stability: entry P comes out on top.